1.
A structure of composition C31H45IrNO2P2S4 in a non-equilibrium geometry. Source: OMol25; level of theory: wB97M-V/def2-TZVPD.

Atoms and positions in Å:
Ir: -0.61 0.87 -0.92
C: -3.57 0.97 2.74
C: -2.91 0.83 1.40
S: -1.22 0.98 1.35
C: -3.61 0.59 0.25
C: -5.10 0.46 0.14
S: -2.77 0.47 -1.22
H: -2.86 1.26 3.51
H: -4.03 0.02 3.05
H: -4.36 1.72 2.71
H: -5.52 0.19 1.11
H: -5.38 -0.32 -0.57
H: -5.56 1.39 -0.18
C: -2.65 3.71 -1.13
P: -1.19 2.87 -1.78
C: 0.02 4.22 -1.82
C: -1.53 2.66 -3.57
C: -0.44 1.76 -4.16
P: -0.45 0.23 -3.17
C: -1.82 -0.71 -3.88
C: 1.00 -0.68 -3.74
H: -2.81 4.59 -1.75
H: -2.48 4.04 -0.10
H: -3.53 3.07 -1.16
H: -0.43 5.00 -2.44
H: 0.96 3.90 -2.27
H: 0.22 4.62 -0.83
H: -1.53 3.64 -4.05
H: -2.53 2.25 -3.69
H: 0.54 2.22 -4.04
H: -0.58 1.56 -5.22
H: -1.57 -0.89 -4.93
H: -2.77 -0.19 -3.82
H: -1.93 -1.67 -3.37
H: 1.02 -0.64 -4.83
H: 0.93 -1.73 -3.44
H: 1.91 -0.25 -3.34
O: 1.59 -0.28 -0.91
S: 3.06 -0.44 -0.51
C: 3.47 -2.19 -0.53
C: 2.89 -3.10 0.54
C: 1.37 -3.11 0.63
C: 0.71 -3.61 -0.64
S: -1.03 -3.15 -0.73
O: -1.06 -1.66 -0.49
C: -1.61 -3.90 0.78
C: -1.58 -5.28 0.92
C: -2.05 -5.85 2.09
C: -2.54 -5.03 3.10
C: -2.58 -3.66 2.94
C: -2.12 -3.07 1.77
C: 3.25 -0.11 1.23
C: 2.16 -0.02 2.07
C: 2.37 0.28 3.41
C: 3.66 0.47 3.89
C: 4.74 0.37 3.03
C: 4.55 0.09 1.69
H: 4.56 -2.18 -0.46
H: 3.23 -2.50 -1.55
H: 3.29 -2.81 1.51
H: 3.27 -4.10 0.34
H: 1.00 -2.10 0.81
H: 1.06 -3.72 1.48
H: 0.78 -4.69 -0.78
H: 1.12 -3.13 -1.53
H: -1.20 -5.92 0.12
H: -2.03 -6.92 2.21
H: -2.91 -5.48 4.02
H: -2.97 -3.03 3.73
H: -2.13 -2.00 1.62
H: 1.15 -0.16 1.68
H: 1.52 0.36 4.08
H: 3.81 0.69 4.93
H: 5.75 0.52 3.41
H: 5.39 0.04 1.01
C: 3.17 4.01 1.26
C: 3.39 3.31 0.09
C: 2.35 2.58 -0.45
N: 1.13 2.52 0.09
C: 0.91 3.25 1.19
C: 1.90 3.99 1.81
H: 3.97 4.58 1.73
H: 4.35 3.32 -0.40
H: 2.49 2.04 -1.37
H: -0.09 3.23 1.60
H: 1.66 4.55 2.71

Its HOMO energy (spin up / spin down) is -12.8 / -13.5 eV. The calculation puts the relative energy (zero: lowest compared OMol25 entry of this formula, charge and spin) at 28.8 kcal/mol. As for the total energy: -3792.84376 Ha. The multiplicity is 2. Its gap between HOMO and LUMO (spin up / spin down) is 7.559 / 6.473 eV. Its charge is +2.



2.
A structure of composition C31H46AuN6S in a non-equilibrium geometry. Source: OMol25; level of theory: wB97M-V/def2-TZVPD.

Atoms and positions in Å:
Au: 0.02 2.15 -0.41
C: 2.81 0.31 1.56
C: 1.60 0.26 2.49
C: 0.78 1.56 2.58
N: -0.32 1.66 1.66
C: -1.57 1.36 1.94
C: -1.90 0.61 3.10
C: -3.11 0.36 3.70
C: -4.36 0.86 3.38
C: -4.69 1.67 2.31
C: -3.91 2.08 1.25
C: -2.54 1.85 0.95
N: -2.01 2.15 -0.22
C: -2.66 2.80 -1.33
C: -2.25 4.28 -1.42
C: -0.96 4.55 -2.22
N: 0.20 3.97 -1.61
C: 1.40 4.49 -1.45
C: 1.74 5.78 -1.91
C: 2.85 6.56 -1.69
C: 3.94 6.32 -0.86
C: 4.24 5.15 -0.18
C: 3.60 3.93 -0.25
C: 2.39 3.55 -0.86
N: 2.00 2.28 -0.88
C: 2.90 1.16 -0.88
C: 2.51 0.04 0.07
H: 3.52 -0.45 1.90
H: 3.30 1.27 1.67
H: 1.96 0.04 3.50
H: 0.94 -0.56 2.19
H: 1.44 2.41 2.35
H: 0.41 1.71 3.60
H: -1.04 0.14 3.58
H: -3.07 -0.28 4.58
H: -5.17 0.61 4.05
H: -5.72 1.99 2.26
H: -4.43 2.67 0.51
H: -3.75 2.72 -1.28
H: -2.34 2.28 -2.24
H: -2.15 4.69 -0.41
H: -3.05 4.82 -1.93
H: -0.88 5.64 -2.34
H: -1.07 4.10 -3.21
H: 0.98 6.24 -2.53
H: 2.85 7.52 -2.19
H: 4.64 7.14 -0.74
H: 5.12 5.17 0.45
H: 4.07 3.14 0.32
H: 3.94 1.46 -0.72
H: 2.83 0.76 -1.90
H: 3.06 -0.85 -0.24
H: 1.44 -0.17 -0.06
C: 0.34 -5.66 1.44
C: -0.55 -5.23 2.60
C: -1.94 -4.75 2.16
C: -1.91 -3.42 1.41
N: -1.55 -3.61 0.02
C: -1.17 -2.62 -0.77
S: -0.97 -1.06 -0.16
N: -0.94 -2.83 -2.08
C: -1.12 -4.07 -2.80
C: 0.04 -5.06 -2.63
C: 1.27 -4.73 -3.48
C: 2.02 -3.48 -3.04
H: 1.27 -6.08 1.81
H: 0.58 -4.81 0.80
H: -0.16 -6.42 0.84
H: -0.06 -4.43 3.15
H: -0.68 -6.08 3.27
H: -2.56 -4.63 3.05
H: -2.41 -5.52 1.53
H: -1.19 -2.74 1.87
H: -2.89 -2.94 1.47
H: -1.65 -4.55 -0.35
H: -0.60 -2.03 -2.58
H: -1.24 -3.82 -3.86
H: -2.06 -4.54 -2.47
H: -0.31 -6.06 -2.89
H: 0.35 -5.07 -1.58
H: 0.97 -4.63 -4.53
H: 1.95 -5.59 -3.42
H: 1.46 -2.57 -3.26
H: 2.97 -3.41 -3.56
H: 2.22 -3.50 -1.97

Its HOMO energy (spin up / spin down) is -9.7 / -9.7 eV. The calculation puts the relative energy (zero: lowest compared OMol25 entry of this formula, charge and spin) at 11.3 kcal/mol. As for the total energy: -2070.95811 Ha. The multiplicity is 1. Its gap between HOMO and LUMO (spin up / spin down) is 5.697 / 5.698 eV. Its charge is +1.



3.
A structure of composition C31H46BN9O4PbS. Source: OMol25; level of theory: wB97M-V/def2-TZVPD.

Atoms and positions in Å:
Pb: -0.68 -1.08 0.11
C: -3.08 -3.76 -0.13
C: -3.71 -3.78 1.26
C: -3.12 -4.91 2.10
C: -3.60 -2.47 1.97
C: -4.36 -2.03 3.07
C: -3.86 -0.78 3.37
N: -2.87 -0.50 2.50
N: -2.72 -1.53 1.63
B: -2.20 0.86 2.24
N: -0.65 0.61 2.09
C: 0.09 0.00 3.08
C: 1.28 0.64 3.17
C: 1.21 1.69 2.21
N: 0.06 1.69 1.59
C: 2.26 2.71 1.90
C: 3.60 2.03 1.59
C: 2.39 3.72 3.04
N: -2.70 1.45 0.91
C: -3.60 2.42 0.72
C: -3.91 2.48 -0.62
C: -3.12 1.47 -1.21
N: -2.39 0.87 -0.27
C: -3.10 1.07 -2.66
C: -2.37 -0.25 -2.90
C: -2.51 2.19 -3.53
H: -3.25 -4.71 -0.64
H: -2.00 -3.61 -0.06
H: -3.50 -2.96 -0.75
H: -4.78 -3.98 1.14
H: -2.07 -4.71 2.32
H: -3.19 -5.87 1.58
H: -3.64 -5.01 3.05
H: -5.14 -2.57 3.57
H: -4.14 -0.07 4.12
H: -2.46 1.60 3.15
H: -0.30 -0.85 3.61
H: 2.11 0.39 3.82
H: 1.92 3.24 1.00
H: 4.06 1.65 2.50
H: 4.29 2.74 1.14
H: 3.44 1.20 0.91
H: 2.66 3.21 3.97
H: 1.45 4.25 3.21
H: 3.17 4.45 2.82
H: -3.97 3.00 1.55
H: -4.60 3.14 -1.12
H: -4.14 0.93 -2.96
H: -1.30 -0.15 -2.72
H: -2.49 -0.57 -3.94
H: -2.76 -1.04 -2.26
H: -1.45 2.32 -3.31
H: -3.01 3.14 -3.34
H: -2.61 1.94 -4.59
C: 1.26 5.85 -1.10
C: 1.48 4.49 -1.72
C: 0.72 3.40 -1.31
C: 0.93 2.15 -1.87
C: 1.89 1.99 -2.85
C: 2.66 3.06 -3.27
C: 2.45 4.31 -2.70
S: 2.10 0.41 -3.62
O: 1.14 -0.48 -3.05
O: 2.18 0.62 -5.04
N: 3.60 -0.11 -3.20
C: 4.00 -0.19 -1.78
C: 3.59 -1.50 -1.11
C: 2.16 -1.53 -0.58
O: 1.52 -2.60 -0.67
O: 1.72 -0.46 -0.08
H: 0.28 5.92 -0.64
H: 1.35 6.64 -1.85
H: 2.01 6.04 -0.33
H: -0.02 3.51 -0.52
H: 0.36 1.29 -1.55
H: 3.40 2.93 -4.05
H: 3.04 5.15 -3.03
H: 4.27 0.34 -3.80
H: 3.61 0.66 -1.22
H: 5.09 -0.12 -1.78
H: 4.24 -1.66 -0.25
H: 3.72 -2.33 -1.81
C: 2.74 -4.79 1.36
N: 1.28 -4.87 1.23
C: 0.78 -5.60 0.07
C: 0.59 -3.82 1.61
N: -0.05 -2.92 1.98
H: 3.13 -5.80 1.44
H: 2.99 -4.23 2.25
H: 3.16 -4.30 0.48
H: 1.18 -6.61 0.10
H: 1.09 -5.09 -0.85
H: -0.31 -5.64 0.11

Its HOMO energy is -8.6 eV. As for the total energy: -2618.66451 Ha. The multiplicity is 1. Its gap between HOMO and LUMO is 9.180 eV.



4.
A structure of composition C31H46BrIN6O2PdSi. Source: OMol25; level of theory: wB97M-V/def2-TZVPD.

Atoms and positions in Å:
Pd: 0.20 2.32 0.61
C: -1.48 7.66 0.46
O: -0.34 6.99 0.95
C: -0.34 5.65 1.18
O: 0.65 5.12 1.58
N: -1.55 5.03 0.97
N: -1.66 3.63 0.99
H: -1.19 8.70 0.36
H: -2.32 7.60 1.15
H: -1.78 7.29 -0.53
H: -2.32 5.55 0.59
H: -2.10 3.32 0.13
H: -2.24 3.35 1.77
I: 1.13 0.39 2.36
C: 2.14 -0.97 1.11
C: 3.47 -1.29 1.36
C: 4.10 -2.14 0.48
C: 3.39 -2.65 -0.59
C: 2.07 -2.27 -0.74
N: 1.44 -1.43 0.09
H: 3.98 -0.86 2.21
H: 5.15 -2.39 0.62
H: 3.86 -3.31 -1.31
H: 1.48 -2.63 -1.58
C: -3.55 -0.54 -2.68
C: -4.60 -1.08 -1.69
C: -5.15 -2.41 -2.25
C: -5.74 -0.06 -1.68
Si: -3.87 -1.33 0.06
Br: -2.64 0.54 0.46
C: -5.20 -1.38 1.45
C: -6.34 -2.35 1.09
C: -4.57 -1.85 2.78
C: -5.80 0.01 1.73
C: -2.59 -2.77 0.17
C: -1.66 -2.63 1.38
C: -3.31 -4.13 0.25
C: -1.68 -2.78 -1.07
H: -4.03 -0.43 -3.66
H: -2.70 -1.20 -2.81
H: -3.18 0.43 -2.38
H: -5.63 -2.21 -3.22
H: -5.90 -2.86 -1.60
H: -4.37 -3.14 -2.42
H: -6.07 0.12 -2.70
H: -5.42 0.90 -1.26
H: -6.61 -0.41 -1.12
H: -5.98 -3.35 0.87
H: -6.92 -2.00 0.23
H: -7.03 -2.42 1.94
H: -4.24 -2.89 2.74
H: -5.33 -1.78 3.56
H: -3.73 -1.23 3.07
H: -6.30 0.44 0.87
H: -5.04 0.71 2.08
H: -6.55 -0.09 2.53
H: -2.18 -2.64 2.33
H: -1.06 -1.72 1.32
H: -0.96 -3.47 1.37
H: -3.86 -4.24 1.19
H: -2.56 -4.92 0.22
H: -4.00 -4.30 -0.57
H: -1.15 -1.83 -1.19
H: -2.22 -3.00 -1.99
H: -0.93 -3.56 -0.94
N: 7.12 1.63 -0.08
C: 8.22 0.82 -0.22
C: 9.56 0.98 0.15
C: 10.40 -0.08 -0.15
C: 9.94 -1.24 -0.78
C: 8.61 -1.38 -1.14
C: 7.74 -0.33 -0.85
N: 6.38 -0.21 -1.09
C: 6.05 0.96 -0.63
C: 4.69 1.51 -0.64
C: 4.33 2.63 0.11
C: 3.02 3.06 0.09
N: 2.05 2.43 -0.60
C: 2.42 1.38 -1.35
C: 3.71 0.89 -1.40
H: 7.10 2.57 0.29
H: 9.92 1.87 0.63
H: 11.45 0.00 0.11
H: 10.64 -2.04 -0.99
H: 8.25 -2.28 -1.63
H: 5.04 3.16 0.73
H: 2.69 3.92 0.66
H: 1.62 0.90 -1.91
H: 3.96 0.03 -2.01

Its HOMO energy is -5.9 eV. The calculation puts the relative energy (zero: lowest compared OMol25 entry of this formula, charge and spin) at 0.0 kcal/mol. As for the total energy: -4977.01174 Ha. The multiplicity is 1. Its gap between HOMO and LUMO is 6.148 eV.



What did the third record say?
A structure of composition C31H46BN9O4PbS. Source: OMol25; level of theory: wB97M-V/def2-TZVPD.

Atoms and positions in Å:
Pb: -0.68 -1.08 0.11
C: -3.08 -3.76 -0.13
C: -3.71 -3.78 1.26
C: -3.12 -4.91 2.10
C: -3.60 -2.47 1.97
C: -4.36 -2.03 3.07
C: -3.86 -0.78 3.37
N: -2.87 -0.50 2.50
N: -2.72 -1.53 1.63
B: -2.20 0.86 2.24
N: -0.65 0.61 2.09
C: 0.09 0.00 3.08
C: 1.28 0.64 3.17
C: 1.21 1.69 2.21
N: 0.06 1.69 1.59
C: 2.26 2.71 1.90
C: 3.60 2.03 1.59
C: 2.39 3.72 3.04
N: -2.70 1.45 0.91
C: -3.60 2.42 0.72
C: -3.91 2.48 -0.62
C: -3.12 1.47 -1.21
N: -2.39 0.87 -0.27
C: -3.10 1.07 -2.66
C: -2.37 -0.25 -2.90
C: -2.51 2.19 -3.53
H: -3.25 -4.71 -0.64
H: -2.00 -3.61 -0.06
H: -3.50 -2.96 -0.75
H: -4.78 -3.98 1.14
H: -2.07 -4.71 2.32
H: -3.19 -5.87 1.58
H: -3.64 -5.01 3.05
H: -5.14 -2.57 3.57
H: -4.14 -0.07 4.12
H: -2.46 1.60 3.15
H: -0.30 -0.85 3.61
H: 2.11 0.39 3.82
H: 1.92 3.24 1.00
H: 4.06 1.65 2.50
H: 4.29 2.74 1.14
H: 3.44 1.20 0.91
H: 2.66 3.21 3.97
H: 1.45 4.25 3.21
H: 3.17 4.45 2.82
H: -3.97 3.00 1.55
H: -4.60 3.14 -1.12
H: -4.14 0.93 -2.96
H: -1.30 -0.15 -2.72
H: -2.49 -0.57 -3.94
H: -2.76 -1.04 -2.26
H: -1.45 2.32 -3.31
H: -3.01 3.14 -3.34
H: -2.61 1.94 -4.59
C: 1.26 5.85 -1.10
C: 1.48 4.49 -1.72
C: 0.72 3.40 -1.31
C: 0.93 2.15 -1.87
C: 1.89 1.99 -2.85
C: 2.66 3.06 -3.27
C: 2.45 4.31 -2.70
S: 2.10 0.41 -3.62
O: 1.14 -0.48 -3.05
O: 2.18 0.62 -5.04
N: 3.60 -0.11 -3.20
C: 4.00 -0.19 -1.78
C: 3.59 -1.50 -1.11
C: 2.16 -1.53 -0.58
O: 1.52 -2.60 -0.67
O: 1.72 -0.46 -0.08
H: 0.28 5.92 -0.64
H: 1.35 6.64 -1.85
H: 2.01 6.04 -0.33
H: -0.02 3.51 -0.52
H: 0.36 1.29 -1.55
H: 3.40 2.93 -4.05
H: 3.04 5.15 -3.03
H: 4.27 0.34 -3.80
H: 3.61 0.66 -1.22
H: 5.09 -0.12 -1.78
H: 4.24 -1.66 -0.25
H: 3.72 -2.33 -1.81
C: 2.74 -4.79 1.36
N: 1.28 -4.87 1.23
C: 0.78 -5.60 0.07
C: 0.59 -3.82 1.61
N: -0.05 -2.92 1.98
H: 3.13 -5.80 1.44
H: 2.99 -4.23 2.25
H: 3.16 -4.30 0.48
H: 1.18 -6.61 0.10
H: 1.09 -5.09 -0.85
H: -0.31 -5.64 0.11

Its HOMO energy is -8.6 eV. As for the total energy: -2618.66451 Ha. The multiplicity is 1. Its gap between HOMO and LUMO is 9.180 eV.



> Which of these has the highest multiplicity?

C31H45IrNO2P2S4



> Look up the multiplicity of the fourth one.

1



> Among the records above, which one has the highest multiplicity?

C31H45IrNO2P2S4